Entry from the Open Molecules 2025 dataset: C11H20BF6N2OPPt as an isolated structure (ωB97M-V/def2-TZVPD).

Last column: Mulliken charge in e.
Atoms and positions in Å:
Pt  -0.3256  0.7700  -1.3492  1.58
P  -3.9210  1.0456  -0.5333  1.24
F  -2.0581  1.6551  -0.7517  -0.66
F  -3.9326  1.1253  -2.1126  -0.29
F  -5.3699  0.5244  -0.3614  -0.26
F  -3.2442  -0.4273  -0.6717  -0.32
F  -3.5379  1.0114  1.0110  -0.32
F  -4.2193  2.5823  -0.4343  -0.30
O  -0.2525  2.7184  -2.3746  -0.48
N  -0.8899  -2.0082  1.5140  -0.03
N  1.1635  -0.2652  -2.0516  -0.58
C  -1.0122  -0.4961  1.6520  -0.60
C  1.9634  -1.1038  -1.9658  0.42
C  0.2778  2.8610  -3.7199  -0.62
C  -0.2574  -2.4437  0.2352  -0.76
C  0.2798  0.2528  1.5330  1.15
C  1.9136  1.5687  0.2990  -0.92
C  2.6722  1.7166  1.4506  -0.70
C  0.7349  0.8491  0.3565  0.29
C  -0.2004  -2.6382  2.6771  -0.83
C  1.0609  0.4406  2.6771  -0.51
C  2.2461  1.1512  2.6416  -0.82
B  3.0565  -2.1835  -1.7906  0.05
H  -0.2140  -3.7170  2.5477  0.32
H  1.2610  2.4011  -3.7120  0.28
H  -1.4580  -0.3333  2.6322  0.74
H  2.2470  2.0201  -0.6255  0.43
H  -0.3676  2.3650  -4.4416  0.32
H  -1.1415  3.0992  -2.3033  0.35
H  0.7726  -2.0956  0.2161  0.34
H  0.8255  -2.2810  2.6986  0.43
H  -1.7366  -0.1903  0.9069  -0.68
H  2.6107  -3.2181  -2.2227  -0.08
H  0.3637  3.9215  -3.9424  0.31
H  2.8288  1.2754  3.5436  0.43
H  3.5946  2.2793  1.4077  0.43
H  3.2026  -2.2046  -0.5799  -0.11
H  4.0407  -1.7918  -2.3611  -0.07
H  -0.7208  -2.3621  3.5906  0.35
H  -0.8337  -2.0382  -0.5949  0.23
H  -0.2769  -3.5298  0.1905  0.38
H  -1.8547  -2.3421  1.5006  0.36
H  0.7089  0.0355  3.6187  0.53

Multiplicity = 2
LUMO level (spin up / spin down) = -4.8 / -6.2 eV
Energy relative to the best compared isomer or geometry (same formula, charge and spin) = 10.0 kcal per mole
Net charge = +1
HOMO-LUMO gap (spin up / spin down) = 8.1928 / 6.7511 eV